1.
Formula: C12H33ClN3O6
Source: the Open Molecules 2025 dataset
Level of theory: ωB97M-V with the def2-TZVPD basis set

Properties
- Frontier orbital gap: 7.484 eV
- E_tot: -42249.8336 eV
- Total charge: +1

Positions of all 55 atoms, in Å:
Cl  -0.263  0.314  -1.244
O  2.127  -4.694  -2.068
O  0.067  -2.805  -1.914
O  -4.520  0.039  -4.506
O  -2.200  -0.696  1.293
O  -5.070  -0.793  2.241
O  -3.169  1.299  -1.931
N  1.736  2.077  -2.873
N  2.150  0.870  2.442
N  4.299  0.881  2.737
C  2.727  0.895  1.201
C  -4.030  0.186  -2.138
C  1.520  -4.167  -3.247
C  0.339  2.467  3.056
C  -4.000  -0.069  2.822
C  4.074  0.918  1.400
C  -2.986  0.369  1.777
C  -3.750  -0.552  -3.439
C  3.107  0.880  3.366
C  0.720  1.000  2.757
C  1.041  -2.762  -2.940
C  5.619  0.903  3.351
H  1.093  3.025  3.607
H  2.976  0.880  4.434
H  -4.692  -1.531  1.751
H  0.630  -4.775  -3.447
H  -2.370  1.175  2.215
H  1.549  2.399  -3.824
H  -4.403  0.819  3.306
H  2.162  -4.204  -4.122
H  5.837  -0.087  3.749
H  1.507  -4.477  -1.359
H  -3.895  -0.553  -1.330
H  0.079  0.616  1.969
H  1.868  2.872  -2.246
H  4.851  0.983  0.659
H  2.115  0.968  0.317
H  -1.548  -0.391  0.656
H  -4.199  0.925  -4.694
H  -4.127  -1.572  -3.379
H  2.554  1.469  -2.873
H  -0.586  2.453  3.631
H  6.396  1.094  2.613
H  0.918  1.539  -2.505
H  0.583  0.398  3.654
H  -2.707  -0.502  -3.765
H  -3.477  0.859  0.926
H  1.874  -2.099  -2.668
H  -0.080  -1.903  -1.592
H  0.565  -2.277  -3.807
H  -3.535  -0.697  3.591
H  -2.294  0.908  -1.758
H  -5.073  0.486  -2.070
H  5.754  1.673  4.106
H  0.134  2.967  2.110

Quick look at the natural (NBO) charges, all values in e: -0.857 -0.722 -0.756 -0.730 -0.751 -0.710 -0.753 -0.891 -0.263 -0.283 -0.049 -0.102 -0.088 -0.622 -0.083 -0.038 -0.090 -0.092 0.244 -0.224 -0.083 -0.423 0.214 0.250 0.472 0.175 0.129 0.448 0.186 0.187 0.239 0.477 0.158 0.261 0.440 0.245 0.262 0.489 0.462 0.190 0.441 0.245 0.239 0.482 0.222 0.164 0.190 0.139 0.496 0.159 0.164 0.481 0.200 0.241 0.223

***

2.
Formula: C12H33CrN3O7P
Source: the Open Molecules 2025 dataset
Level of theory: ωB97M-V with the def2-TZVPD basis set

Properties
- Frontier orbital gap (spin up / spin down): 3.991 / 4.746 eV
- Spin multiplicity: 5
- E_tot: -69494.8763 eV
- Total charge: -1

Positions of all 57 atoms, in Å:
Cr  0.833  -0.845  -0.586
P  3.397  -1.246  -0.793
O  4.366  -1.912  -1.778
O  2.591  -0.010  -1.286
O  -2.954  0.725  -0.897
O  3.883  -1.093  0.638
O  -0.067  -1.188  -2.510
O  2.167  -2.262  -0.858
O  2.507  -0.109  4.209
N  0.168  1.308  -1.124
N  1.218  -0.690  1.591
N  -1.135  -1.636  0.091
C  -1.175  -2.085  -2.448
C  -4.301  0.730  -1.298
C  1.487  0.645  2.119
C  -0.505  3.653  -0.748
C  0.260  1.311  2.810
C  0.240  -0.732  -3.804
C  -2.232  1.872  -1.369
C  -1.295  -2.626  -1.020
C  3.587  0.064  5.070
C  2.705  0.677  3.038
C  -0.936  2.179  -0.653
C  -2.692  -3.298  -0.946
H  3.036  1.689  3.299
H  3.511  0.232  2.435
H  -4.884  0.235  -0.521
H  0.340  1.263  3.899
H  -1.156  -2.144  0.973
H  -2.072  -1.526  -2.762
H  2.166  -1.095  1.398
H  -2.900  2.711  -1.123
H  -3.426  -2.484  -1.001
H  -1.031  -2.825  -3.243
H  1.034  1.716  -0.757
H  1.690  1.352  1.316
H  -4.442  0.279  -2.280
H  -2.130  1.690  -2.445
H  -1.141  2.054  0.414
H  0.905  -1.436  -4.300
H  -2.917  -3.989  -1.757
H  -1.191  4.303  -0.192
H  -4.693  1.754  -1.295
H  -0.686  -0.581  -4.385
H  3.514  -0.501  6.002
H  0.250  2.350  2.485
H  -0.335  4.042  -1.750
H  4.500  -0.270  4.556
H  0.938  -1.264  2.392
H  3.814  1.081  5.429
H  -0.584  -3.441  -0.876
H  -0.666  0.774  2.589
H  -2.858  -3.732  0.042
H  0.392  3.724  -0.128
H  0.654  0.276  -3.830
H  -2.054  -1.192  0.080
H  0.305  1.521  -2.112

Quick look at the natural (NBO) charges, all values in e: 1.115 2.491 -1.213 -1.212 -0.564 -1.245 -0.567 -1.181 -0.550 -0.812 -0.904 -0.813 -0.050 -0.247 -0.050 -0.618 -0.625 -0.228 -0.054 -0.086 -0.246 -0.109 -0.080 -0.614 0.149 0.255 0.189 0.211 0.377 0.154 0.459 0.165 0.187 0.193 0.401 0.184 0.171 0.172 0.209 0.207 0.213 0.204 0.164 0.145 0.176 0.193 0.207 0.177 0.356 0.148 0.230 0.202 0.208 0.220 0.193 0.378 0.367